Below is a 2-piece molecular cluster, C5H11N3 overall, with properties calculated with ωB97M-V/def2-TZVPD.

XYZ file:
```
19
Properties=species:S:1:pos:R:3:nbo_charge:R:1
C 2.54443 0.22630 1.35219 -0.570
C -3.00749 0.04045 0.26659 0.412
C 2.94808 -0.08741 0.19487 0.473
C -0.53725 0.18742 -0.02602 0.356
C 3.55562 -0.45929 -1.06160 -0.808
N -4.17315 -0.15272 -0.34078 -0.665
N -0.12145 0.45346 1.11358 -0.597
N -1.90729 0.10403 -0.51694 -0.583
H 0.04992 0.24229 -0.93805 0.203
H 2.93656 0.53976 2.37218 0.380
H -2.99678 0.28154 1.36110 0.269
H 4.47766 0.22696 -1.26249 0.340
H 3.92585 -1.61696 -0.98564 0.319
H 2.85392 -0.48342 -1.97465 0.322
H -5.13624 -0.07439 0.08338 0.480
H -4.20909 -0.26264 -1.39753 0.444
H 1.38049 0.41600 1.41216 0.378
H -0.65176 0.47501 1.89822 0.394
H -1.93204 -0.05639 -1.55057 0.452
```

As for the gap between HOMO and LUMO: 9.79 eV. The charge is +2.


Below is an isolated ion of composition C5H11N3 and charge +2, with properties calculated with ωB97M-V/def2-TZVPD.

XYZ file:
```
19
Properties=species:S:1:pos:R:3:nbo_charge:R:1
C 0.17404 1.97304 -0.12526 0.171
N -0.41656 0.85563 0.08473 -0.269
C -1.89720 0.71268 0.13112 -0.259
C -2.20731 -0.73848 0.01286 -0.239
N -0.87068 -1.31299 0.09251 -0.468
C 0.19346 -0.51354 0.05639 0.680
N 1.45889 -0.81822 -0.07126 -0.490
C 2.78299 -0.39282 0.18759 -0.426
H -0.51590 2.85961 -0.31071 0.268
H 1.17892 2.10731 -0.50614 0.262
H -1.98283 1.29811 -0.79416 0.260
H -2.44549 1.31620 0.95016 0.312
H -2.82628 -1.17712 0.90108 0.279
H -2.60007 -1.18545 -0.83415 0.263
H -0.69558 -2.24814 -0.17840 0.444
H 1.36694 -1.82865 -0.45610 0.446
H 3.02539 0.51053 -0.34446 0.234
H 3.44388 -1.22445 -0.06411 0.280
H 2.83342 -0.19325 1.26831 0.252
```

The SMILES is C=[N+]1CCN/C1=[NH+]/C. As for the gap between HOMO and LUMO: 8.99 eV. The charge is +2.


Below is a 2-piece molecular cluster, C5H11N3 overall, with properties calculated with ωB97M-V/def2-TZVPD.

XYZ file:
```
19
Properties=species:S:1:pos:R:3:nbo_charge:R:1
C 0.77148 -0.92162 -0.02538 0.512
C -2.39843 -0.53920 0.17408 0.491
C 2.06737 -0.15864 0.02779 -0.456
C 1.65592 1.33444 0.04282 -0.390
C 0.10836 1.33653 0.13777 -0.253
N -0.18302 -0.04867 0.03397 -0.255
N -3.19451 0.31360 -0.24488 -0.634
N 0.70197 -2.21972 -0.13674 -0.695
H -2.57290 -1.47564 0.68491 0.262
H 2.61747 -0.44185 0.92947 0.283
H 2.69301 -0.40957 -0.83395 0.283
H 2.08890 1.86503 0.88976 0.268
H 1.97769 1.83905 -0.86777 0.261
H -0.24217 1.74546 1.09049 0.237
H -0.33981 1.90094 -0.68631 0.224
H -4.22385 0.21287 -0.16354 0.496
H -2.90603 1.18232 -0.71281 0.482
H 1.54460 -2.78134 -0.14534 0.456
H -0.16607 -2.73400 -0.19436 0.426
```

As for the gap between HOMO and LUMO: 7.55 eV. The charge is +2.


Below is an isolated ion of composition C5H11N3 and charge +2, with properties calculated with ωB97M-V/def2-TZVPD.

XYZ file:
```
19
Properties=species:S:1:pos:R:3:nbo_charge:R:1
C -0.99927 -0.76196 3.54421 -0.795
C -0.26753 -0.90185 2.43444 0.716
N 0.31501 -1.07708 1.41913 -0.256
C 1.20196 -0.93588 0.45109 -0.106
C 1.15066 -0.14964 -0.64588 0.016
N 0.14742 0.66991 -1.18935 -0.255
C -1.17768 -0.01234 -1.77873 -0.407
N 0.71780 1.51005 -2.20810 -0.512
H -0.40476 -0.51805 4.37842 0.331
H -1.64116 -1.64211 3.70621 0.341
H -1.70412 0.11938 3.34648 0.335
H 2.09508 -1.47889 0.70944 0.281
H 2.10943 -0.07501 -1.21304 0.228
H -0.71216 -1.03055 -1.89139 0.251
H -1.86972 0.29957 -0.99694 0.256
H -1.46701 0.55800 -2.68443 0.230
H 1.66100 1.63731 -2.05943 0.438
H 0.41394 2.49605 -2.12130 0.454
H 0.43111 1.29308 -3.20086 0.453
```

The SMILES is CC#[N+]/C=C\N(C)[NH3+]. As for the gap between HOMO and LUMO: 9.31 eV. The charge is +2.


Relative energy (zero: lowest compared OMol25 entry of this formula, charge and spin) across the listed records, respectively: 481.7, 403.6, 495.4, 526.3 kJ/mol.
Energy across the listed records, respectively: -9812.9503, -9813.7602, -9812.8082, -9812.4882 eV.
HOMO level across the listed records, respectively: -18.17, -19.19, -18.75, -17.51 eV.